# H4K2NO5

H4K2NO5 as an isolated structure at a distorted geometry (ωB97M-V/def2-TZVPD, the Open Molecules 2025 dataset).

The frontier orbital gap (spin up / spin down) comes out at 2.467 / 9.245 eV. Its HOMO energy (spin up / spin down) is -0.1284 / -0.3432 hartree. Its electronic energy is -44438.5392 eV. Its total charge is 0. As for the spin multiplicity: 2. The max |F| is 3.815 eV/A. The value obtained for the molar mass is 176.230 g/mol.

XYZ file:
```
12
Properties=species:S:1:pos:R:3:forces:R:3
K 1.886190 -3.496312 0.221032 -0.1 0.5 0.0
K 3.406360 1.517188 2.135212 -0.4 -0.3 -0.4
O 0.230090 -1.180162 0.176172 -1.0 -2.6 -0.9
O -1.383450 -1.436692 -2.229158 -0.1 -0.2 -0.6
O -1.700340 2.510778 0.529582 -0.4 0.5 0.0
O 0.259590 0.567108 1.333822 -1.7 2.1 2.7
O 1.834860 0.193218 0.038842 2.9 0.4 -1.4
N 0.758490 -0.130622 0.500062 0.5 -0.2 0.1
H -0.674050 -1.683022 -1.635608 0.2 0.2 0.4
H -1.547610 2.294458 -0.390258 0.0 -0.1 -0.2
H -2.150510 -1.349512 -1.663238 -0.1 0.1 0.2
H -0.919620 2.193568 0.983542 0.2 -0.4 0.1
```
Forces are in eV/Å.